(a)
Molecular formula: C7H10O
Method: DFT, ωB97M-V with the def2-TZVPD basis set

Geometry (Å):
O -1.21 -0.45 1.19
C 1.77 0.39 -0.08
C 0.39 1.02 0.40
C 0.96 -0.98 0.10
C 0.22 -0.27 1.36
C -1.43 -0.35 -0.18
C -0.18 -1.03 -0.83
C -1.09 1.06 -0.30
H 0.41 -0.54 2.28
H -1.28 1.28 -1.43
H 1.39 -1.97 0.46
H 0.34 2.11 0.71
H 0.16 -0.64 -1.97
H -1.90 1.65 0.22
H 2.55 0.59 0.58
H -0.33 -2.13 -0.85
H 1.78 0.90 -1.20
H -2.55 -0.63 -0.46

As for the LUMO energy: 1.028 eV. The calculation puts the orbital gap at 10.3 eV. As for the structure (SMILES): C1[C@H]2C[C@H]3C[C@@H]1[C@H]3O2.

=====

(b)
Molecular formula: C7H10O
Method: DFT, ωB97M-V with the def2-TZVPD basis set

Geometry (Å):
O -1.03 -1.56 -0.25
C -1.07 -0.40 0.49
C 1.38 -0.07 -0.68
C 0.62 1.76 0.82
C 0.92 -0.11 -2.06
C 0.50 -0.14 -3.18
C -1.16 -0.71 1.96
C 0.36 0.63 0.19
H 1.52 -1.10 -0.33
H -2.09 -1.26 2.15
H -0.14 2.27 1.40
H -1.38 0.61 0.03
H -1.17 0.20 2.55
H 2.35 0.43 -0.63
H 1.54 2.32 0.67
H -1.03 -1.34 -1.20
H 0.21 -0.17 -4.20
H -0.33 -1.34 2.27

As for the LUMO energy: 0.919 eV. The calculation puts the orbital gap at 9.5 eV. As for the structure (SMILES): C#CCC(=C)[C@H](C)O.

=====

(c)
Molecular formula: C7H10O
Method: DFT, ωB97M-V with the def2-TZVPD basis set

Geometry (Å):
O -0.60 0.73 -1.13
C -0.43 -2.27 -0.52
C -0.66 0.88 0.23
C 0.43 -1.35 -0.14
C -1.77 0.26 1.01
C 0.40 0.05 -0.48
C 1.66 0.76 -0.33
C 2.05 1.80 -1.02
H 1.47 2.42 -1.68
H -0.28 -3.24 -0.24
H -2.17 -0.57 0.53
H 3.13 2.08 -0.95
H -2.46 1.03 1.13
H -1.26 0.00 2.02
H 2.32 0.17 0.29
H -1.30 -2.23 -1.18
H -0.32 1.79 0.56
H 1.37 -1.39 0.36

As for the LUMO energy: 1.019 eV. The calculation puts the orbital gap at 9.8 eV. As for the structure (SMILES): C=CC1(C=C)O[C@H]1C.

=====

(d)
Molecular formula: C7H10O
Method: DFT, ωB97M-V with the def2-TZVPD basis set

Geometry (Å):
O -0.36 0.69 -1.29
C -2.17 -1.05 -0.71
C 2.10 0.70 -0.74
C 1.44 -1.10 0.84
C -0.67 1.16 0.01
C 0.52 1.23 0.99
C 1.54 0.22 0.45
C -0.99 -0.18 -0.50
H 0.07 0.89 2.01
H -1.32 2.08 0.07
H 0.91 -1.51 1.76
H -3.07 -0.43 -0.28
H 1.77 -2.03 0.33
H 1.93 1.72 -1.08
H 2.78 0.17 -1.33
H 0.88 2.27 1.03
H -2.23 -1.93 -0.24
H -2.25 -1.35 -1.88

As for the LUMO energy (alpha / beta): 0.644 / 0.189 eV. The calculation puts the orbital gap (alpha / beta) at 8.0 / 7.4 eV.

=====

Most favorable structure: (c). The second most favorable one is 0.641 eV above it.

=====

(a)
Molecular formula: C7H10O
Method: DFT, ωB97M-V with the def2-TZVPD basis set

Geometry (Å):
O -1.67 -1.31 -0.16
C -2.57 0.91 -0.03
C -1.24 0.96 -0.20
C 0.64 -0.68 -0.46
C 2.97 -0.09 0.53
C -2.84 -0.51 0.29
C -0.70 -0.33 -0.23
C 1.87 0.20 -0.47
H 1.41 1.16 -0.47
H -3.63 -1.05 -0.27
H 0.62 -1.74 -0.64
H 3.88 0.56 0.34
H 3.46 -1.09 0.48
H 2.20 -0.04 -1.51
H -3.30 1.77 0.19
H -0.66 1.91 -0.27
H -3.06 -0.71 1.35
H 2.61 0.08 1.51

As for the LUMO energy: 0.910 eV. The calculation puts the orbital gap at 8.5 eV. As for the structure (SMILES): CC/C=C1\C=CCO1.

=====

(b)
Molecular formula: C7H10O
Method: DFT, ωB97M-V with the def2-TZVPD basis set

Geometry (Å):
O -1.50 1.73 -0.28
C 0.34 0.30 -0.96
C -0.58 1.40 -1.47
C -1.04 1.32 1.14
C 0.10 -1.18 1.41
C -0.53 0.23 1.65
C 0.79 -1.74 0.30
C 1.05 -1.06 -1.14
H -1.33 2.10 1.83
H 0.06 -1.69 2.35
H -0.41 -0.22 -0.52
H -1.32 1.19 -2.27
H 0.15 2.22 -1.87
H -0.79 0.21 2.62
H 1.26 -2.65 0.54
H 0.94 0.65 -0.07
H 0.61 -1.67 -2.00
H 2.20 -1.15 -1.25

As for the LUMO energy: 0.751 eV. The calculation puts the orbital gap at 9.4 eV. As for the structure (SMILES): C1=C\CCCO\C=C/1.

=====

Most favorable structure: (a). The second most favorable one is 3.774 eV above it.

=====

(a)
Molecular formula: C7H10O
Method: DFT, ωB97M-V with the def2-TZVPD basis set

Geometry (Å):
O -2.13 -0.93 -1.11
C 1.57 1.45 0.06
C -0.35 -1.40 0.67
C 0.11 -0.25 -1.29
C -1.06 -0.57 -0.38
C 0.71 -0.62 0.94
C -0.86 0.83 0.34
C 0.59 0.52 0.09
H -1.17 0.77 1.34
H 2.03 1.47 1.19
H -0.45 0.04 -2.28
H -0.83 -2.23 1.29
H -2.32 -2.30 -0.27
H 2.51 1.02 -0.50
H 1.25 2.51 -0.50
H -1.16 1.57 -0.35
H 0.95 -0.63 2.35
H 0.62 -1.25 -1.59

As for the LUMO energy: -1.194 eV. The calculation puts the orbital gap at 7.6 eV.

=====

(b)
Molecular formula: C7H10O
Method: DFT, ωB97M-V with the def2-TZVPD basis set

Geometry (Å):
O -2.83 0.08 -0.39
C -0.60 0.34 0.52
C 1.90 -0.46 -0.11
C -1.79 -0.39 0.46
C 1.62 0.85 -0.02
C 0.25 1.59 -0.01
C 0.74 -1.52 -0.04
C -0.57 -0.85 -0.27
H 0.74 -1.85 0.92
H -2.32 -0.89 1.35
H 2.89 -0.97 -0.25
H 1.07 -2.44 -0.66
H 0.16 2.52 0.36
H -2.28 1.10 -0.86
H 2.45 1.50 -0.10
H -0.42 0.39 1.59
H 0.10 1.82 -1.14
H -1.11 -0.81 -1.33

As for the LUMO energy: 0.700 eV. The calculation puts the orbital gap at 9.8 eV.

=====

Most favorable structure: (b). The second most favorable one is 3.878 eV above it.

=====

(a)
Molecular formula: C3H8O4
Method: DFT, ωB97M-V with the def2-TZVPD basis set

Geometry (Å):
O -0.17 -0.22 -0.78
O 0.02 0.83 1.62
O 1.00 1.89 1.43
O -1.25 2.21 0.23
C -0.84 -1.47 -0.58
C -1.15 1.14 0.81
C 1.41 -0.39 -0.70
H 0.84 2.05 0.47
H 1.76 -0.66 0.29
H 1.81 0.56 -1.05
H -1.91 -1.33 -0.75
H -1.99 0.60 1.27
H -0.66 -1.81 0.45
H 1.61 -1.18 -1.43
H -0.49 -2.21 -1.30

As for the LUMO energy: 0.828 eV. The calculation puts the orbital gap at 11.1 eV. As for the structure (SMILES): O=COO.COC.

=====

(b)
Molecular formula: C3H8O4
Method: DFT, ωB97M-V with the def2-TZVPD basis set

Geometry (Å):
O 0.68 1.22 -1.07
O -1.70 0.91 0.50
O 3.80 -0.73 5.49
O 0.71 0.20 -3.15
C -0.92 -0.46 -1.41
C 0.31 0.31 -1.77
C -2.08 0.45 -0.82
H -2.28 1.39 -1.38
H -2.95 -0.17 -0.68
H -1.16 -1.03 -2.36
H 0.04 0.68 -3.58
H 3.87 -1.16 4.58
H -0.56 -1.22 -0.58
H 3.02 -1.31 5.76
H -0.79 0.93 0.47

As for the LUMO energy: 0.445 eV. The calculation puts the orbital gap at 11.1 eV. As for the structure (SMILES): O=C(O)CCO.O.

=====

Most favorable structure: (b). The second most favorable one is 3.319 eV above it.

=====

(a)
Molecular formula: C3H9NO3
Method: DFT, ωB97M-V with the def2-TZVPD basis set

Geometry (Å):
O -0.82 0.50 0.51
O -0.96 -0.89 0.95
O 1.20 -1.49 0.18
N 0.56 0.12 -1.33
C -2.36 0.24 -0.08
C 0.66 -0.19 0.08
C 1.74 0.71 0.70
H 1.44 -0.06 -1.81
H -2.52 -0.62 -0.72
H -2.38 1.16 -0.65
H 2.71 0.51 0.26
H -2.99 0.30 0.80
H 0.57 -2.12 0.56
H 1.52 1.76 0.50
H -0.15 -0.47 -1.73
H 1.77 0.53 1.77

As for the LUMO energy: 0.480 eV. The calculation puts the orbital gap at 9.1 eV.

=====

(b)
Molecular formula: C3H9NO3
Method: DFT, ωB97M-V with the def2-TZVPD basis set

Geometry (Å):
O -2.29 -0.36 -0.35
O -1.35 1.81 -0.10
O 1.17 0.33 0.37
N 0.03 -1.33 -1.38
C -0.01 -0.03 -0.98
C 1.84 -0.03 1.54
C -1.15 0.42 -0.13
H -1.55 2.11 -1.00
H 0.38 0.68 -1.70
H 1.70 0.77 2.28
H 2.92 -0.08 1.33
H 1.52 -0.98 1.99
H -0.39 -1.99 -0.73
H -0.60 0.19 0.87
H 0.86 -1.65 -1.84
H -3.09 0.15 -0.18

As for the LUMO energy: 0.569 eV. The calculation puts the orbital gap at 8.8 eV.

=====

(c)
Molecular formula: C3H9NO3
Method: DFT, ωB97M-V with the def2-TZVPD basis set

Geometry (Å):
O -1.64 -0.47 2.37
O 2.52 -0.01 -1.97
O -1.27 2.01 -1.38
N 0.80 -0.67 -0.68
C 0.31 -1.02 0.61
C -0.92 -0.24 1.14
C 1.92 0.09 -0.92
H 0.50 -1.10 -1.54
H -1.56 -0.21 0.25
H -1.58 -1.40 2.66
H -1.33 2.97 -1.43
H -0.57 0.77 1.34
H 1.25 -0.86 1.20
H 2.49 0.44 -0.02
H 0.03 -2.06 0.63
H -0.94 1.77 -2.25

As for the LUMO energy: 0.688 eV. The calculation puts the orbital gap at 10.4 eV. As for the structure (SMILES): O=CNCCO.O.

=====

Most favorable structure: (c). The second most favorable one is 2.056 eV above it.

=====

(a)
Molecular formula: C3H9NO3
Method: DFT, ωB97M-V with the def2-TZVPD basis set

Geometry (Å):
O -0.52 -1.49 1.15
O -1.58 -2.84 -0.39
O 1.38 0.16 2.63
N -0.82 0.55 -0.86
C -0.29 -0.76 -1.10
C 0.04 1.71 -1.08
C -0.87 -1.83 -0.15
H 0.51 1.65 -2.08
H -0.59 2.61 -1.04
H 1.31 -0.53 3.32
H -0.33 -1.13 -2.15
H 0.78 -0.72 -0.80
H 1.74 0.95 3.10
H 0.83 1.79 -0.32
H -1.63 0.55 -1.49
H 0.05 -0.68 1.27

As for the LUMO energy: 0.365 eV. The calculation puts the orbital gap at 9.6 eV. As for the structure (SMILES): CNCC(=O)O.O.

=====

(b)
Molecular formula: C3H9NO3
Method: DFT, ωB97M-V with the def2-TZVPD basis set

Geometry (Å):
O -1.05 -1.34 -2.20
O 0.24 0.99 3.08
O 2.27 0.43 -2.19
N -0.49 -0.17 -0.33
C -0.85 0.20 1.03
C 0.42 0.73 1.69
C -1.20 -1.09 -1.03
H 3.05 0.46 -2.76
H 1.22 0.02 1.53
H -0.48 0.43 3.39
H 1.63 -0.18 -2.57
H -1.21 -0.67 1.59
H -1.94 -1.61 -0.39
H 0.33 0.22 -0.76
H -1.64 0.95 1.06
H 0.70 1.71 1.29

As for the LUMO energy: 0.745 eV. The calculation puts the orbital gap at 10.7 eV. As for the structure (SMILES): O=CNCCO.O.

=====

Most favorable structure: (b). The second most favorable one is 0.275 eV above it.